1.
C20H26N2O4S | ωB97M-V with the def2-TZVPD basis set

Atoms and positions in Å:
O1 -3.063 2.200 -1.500
C1 -3.110 -0.114 0.558
H1 -0.343 0.420 -1.772
H2 -0.980 0.430 1.883
C2 -1.321 -0.219 -1.320
O2 -1.923 3.078 0.146
H3 -5.434 -1.648 -0.830
H4 -5.993 0.867 -0.762
C3 -0.862 1.035 0.871
H5 -2.164 0.022 -2.065
C4 5.802 -0.694 -0.281
H6 0.849 -3.732 0.652
O3 -3.343 -0.212 1.859
C5 0.188 3.423 0.916
H7 1.069 2.799 1.610
H8 3.270 2.239 -2.416
H9 0.110 4.477 1.184
O4 -3.859 -0.645 -0.578
H10 2.212 -1.959 -0.208
N1 3.175 1.767 -1.058
H11 -0.725 -3.873 0.686
H12 -7.096 -0.172 0.390
C6 0.055 -3.652 0.134
H13 0.216 -1.618 0.775
C7 3.590 0.630 0.771
C8 5.355 -0.796 1.234
C9 0.131 -1.972 -0.192
C10 -1.054 2.723 1.190
C11 -6.082 0.182 0.312
C12 2.246 2.018 -0.155
H14 5.947 -1.350 1.749
H15 -0.880 -2.107 -2.240
C13 -1.838 0.647 -0.235
H16 0.293 -4.159 -0.823
C14 -5.002 -0.971 0.001
C15 5.100 0.244 -0.934
H17 1.394 -0.544 -0.889
C16 4.379 -0.058 1.514
H18 -5.782 0.842 1.018
H19 -1.390 2.711 2.227
H20 3.832 -0.319 2.698
C17 -2.394 1.961 -0.719
H21 -1.953 -2.061 -0.389
H22 1.659 -2.317 -1.652
H23 5.660 0.289 -2.111
S1 1.008 3.137 -0.774
H24 6.732 -1.426 -0.508
H25 0.191 0.669 0.638
H26 -4.862 -1.448 0.898
C18 4.099 0.945 -0.577
N2 2.544 1.300 0.917
C19 -1.008 -1.444 -1.053
C20 1.356 -1.546 -0.793

As for the net charge: 0. The frontier orbital gap is 7.476 eV.

2.
C20H26N2O4S2 | ωB97M-V with the def2-TZVPD basis set

Atoms and positions in Å:
C1 6.201 0.376 0.395
H1 -4.210 1.972 0.913
H2 -4.420 -1.029 -2.515
H3 1.589 1.129 1.449
C2 -4.585 0.793 -1.341
H4 -5.880 -0.931 -1.525
C3 5.491 1.476 0.895
C4 1.094 -0.768 0.867
C5 -5.192 -0.363 -2.147
H5 -2.818 0.928 -2.570
C6 -5.743 1.705 -0.918
C7 3.426 0.216 0.842
N1 -3.880 0.236 -0.160
H6 8.133 -1.410 0.096
H7 -5.509 -0.478 1.646
H8 -3.129 2.373 -1.603
H9 -5.638 1.086 2.481
C8 -2.985 -0.762 -0.349
N2 -1.079 -1.639 0.848
O1 7.527 0.570 0.228
H10 -2.942 0.954 1.552
C9 -2.520 -1.551 0.890
H11 -6.357 1.234 -0.155
H12 -2.831 -1.141 1.849
H13 8.376 0.465 -2.322
C10 4.139 1.397 1.111
H14 -2.916 -2.566 0.782
H15 -5.401 2.672 -0.559
H16 -6.368 1.889 -1.788
H17 9.353 -0.139 -0.127
C11 -0.424 -2.731 0.375
S1 1.300 -2.400 0.268
H18 -4.107 2.042 -3.039
O2 -4.294 -0.288 3.219
O3 -0.802 0.507 1.571
H19 7.127 -0.768 -2.142
C12 8.149 -0.503 -1.881
H20 6.016 -1.679 -0.239
C13 4.149 -0.880 0.358
H21 6.038 2.383 1.100
H22 -3.810 0.383 3.714
O4 -2.555 -1.109 -1.432
C14 8.328 -0.435 -0.367
H23 3.641 -1.808 0.149
C15 -4.937 0.321 2.123
C16 5.507 -0.806 0.135
C17 -3.594 1.588 -2.196
C18 2.011 0.205 1.066
C19 -0.324 -0.524 1.138
S2 -1.094 -4.169 0.010
H24 3.608 2.257 1.491
H25 -5.736 0.034 -3.000
H26 8.824 -1.247 -2.295
C20 -3.944 0.936 1.110

Its SMILES is CCOc1ccc(/C=C2\SC(=S)N(CC(=O)N(CCO)C(C)(C)C)C2=O)cc1. As for the net charge: 0. The frontier orbital gap is 7.326 eV.

3.
C20H26N3O9P2RuSSe2 | ωB97M-V with the def2-TZVPD basis set

Atoms and positions in Å:
H1 -0.893 2.040 2.492
Se1 -0.028 -1.113 2.553
H2 -2.775 -4.747 -2.169
H3 -2.677 3.024 -2.225
C1 3.178 -0.537 2.199
C2 2.785 -3.050 1.765
Se2 2.972 -0.328 0.297
O1 4.063 -1.438 4.902
O2 4.033 -3.118 1.082
C3 -4.202 2.801 2.890
H4 -2.388 3.666 3.649
H5 4.895 -2.427 3.271
C4 3.943 -2.324 3.796
C5 -2.211 -3.938 -1.725
H6 -4.837 3.516 3.396
O3 2.445 2.839 -0.702
N1 0.766 4.839 -1.445
H7 -5.852 1.732 2.021
Ru1 0.104 -0.181 0.208
H8 4.323 -0.567 4.583
H9 -0.604 5.205 0.930
C6 2.852 -1.919 2.786
C7 1.528 -1.823 3.508
H10 1.126 4.316 -2.260
P1 -0.603 2.579 -1.830
C8 -0.715 -1.839 -0.579
C9 -0.823 -3.906 -1.831
O4 -1.165 1.370 -1.132
C10 -2.546 1.005 1.607
C11 -2.812 2.886 3.031
N2 -1.870 0.010 0.903
H11 2.524 0.235 2.604
N3 1.143 -0.117 -1.333
S1 -4.350 -0.453 0.485
C12 -1.059 4.525 0.208
O5 1.497 -0.510 -2.350
C13 -2.681 -0.811 0.288
H12 -0.310 -4.696 -2.366
H13 0.994 -2.880 -1.372
H14 3.685 -3.293 4.225
O6 1.841 4.158 1.331
H15 1.226 -2.810 3.862
H16 -1.744 5.077 -0.442
C14 0.006 3.815 -0.603
O7 0.800 1.792 1.024
O8 -1.828 3.351 -2.545
C15 -4.778 1.809 2.121
C16 -1.969 1.994 2.398
H17 2.098 2.315 -1.446
H18 1.631 -1.164 4.368
C17 -0.085 -2.874 -1.266
H19 1.945 -2.891 1.083
C18 -2.112 -1.900 -0.476
P2 1.347 3.073 0.456
C19 -2.860 -2.930 -1.039
H20 2.615 -3.990 2.305
C20 -3.931 0.905 1.487
H21 -1.641 3.791 0.758
O9 0.534 2.500 -2.796
H22 1.540 5.231 -0.898
H23 0.145 5.579 -1.770
H24 -3.939 -2.946 -0.934
H25 3.960 -3.745 0.358
H26 4.211 -0.234 2.399

As for the spin multiplicity: 2. As for the net charge: 0. The frontier orbital gap (alpha / beta) is 6.448 / 6.486 eV. Its expectation value of S² is 0.870.

4.
C20H26N4O2SSeSiTi | ωB97M-V with the def2-TZVPD basis set

Atoms and positions in Å:
C1 -0.867 -1.763 1.152
N1 -6.141 3.439 1.316
H1 -6.007 1.109 0.073
H2 -3.679 4.219 1.878
C2 -2.651 1.387 0.350
H3 3.761 -0.341 -4.282
H4 0.251 1.175 -2.657
C3 -4.980 2.737 1.027
H5 -3.919 -0.096 -0.525
H6 0.625 0.369 4.053
H7 0.635 -3.118 -3.363
C4 3.550 0.842 1.507
H8 -6.991 2.903 1.335
C5 0.257 -2.103 -3.504
C6 1.440 0.498 3.355
Si1 1.602 -0.844 -3.168
C7 -5.042 1.519 0.344
H9 -0.107 -2.005 -4.532
C8 -2.572 2.596 1.025
H10 1.774 1.615 -3.423
Se1 2.538 -1.199 -1.106
H11 2.604 -1.048 -5.425
C9 0.492 -3.604 1.075
C10 2.992 -1.106 -4.403
C11 -3.732 3.267 1.363
H12 4.456 1.701 -0.237
S1 -1.198 0.489 -0.041
C12 0.952 0.893 -3.427
H13 -0.577 -1.941 -2.819
C13 -0.612 -4.400 0.854
N2 0.367 -2.293 1.261
C14 2.587 1.832 1.679
O1 -1.459 -0.326 -1.194
C15 1.507 1.647 2.556
N3 -1.993 -2.454 0.961
H14 1.499 -3.999 1.093
H15 -1.603 3.012 1.268
N4 -0.799 -0.382 1.237
O2 -0.092 1.448 -0.120
H16 2.328 -1.409 3.781
Ti1 1.358 -0.288 0.974
H17 0.445 0.954 -4.397
C16 -3.884 0.847 0.004
H18 4.123 -1.158 2.085
H19 5.045 0.095 0.166
H20 -6.080 4.117 2.056
H21 -0.518 -5.464 0.700
C17 2.393 -0.501 3.198
C18 -1.843 -3.767 0.818
H22 -2.756 -4.330 0.660
C19 4.718 1.043 0.589
H23 0.744 2.407 2.633
H24 5.548 1.490 1.143
H25 3.461 -2.083 -4.266
H26 2.649 2.734 1.085
C20 3.404 -0.365 2.233

As for the spin multiplicity: 3. As for the net charge: 0. The frontier orbital gap (alpha / beta) is 6.597 / 7.245 eV. Its expectation value of S² is 2.007.

5.
C20H26N4O3 | ωB97M-V with the def2-TZVPD basis set

Atoms and positions in Å:
H1 -4.427 -0.493 0.425
H2 0.024 1.169 -1.280
O1 0.475 -2.955 -2.228
C1 -2.410 -0.500 1.271
C2 -0.498 -0.128 2.683
C3 -4.488 1.747 4.088
N1 0.237 -0.814 1.897
H3 0.978 -0.548 -6.018
H4 -5.156 2.300 4.719
C4 0.072 0.510 3.909
O2 -1.966 -1.783 -0.669
C5 -2.828 0.713 3.086
N2 0.552 -0.726 -1.945
H5 -0.514 -3.982 0.063
H6 0.389 1.068 -5.626
H7 2.632 2.218 -0.015
H8 2.958 0.450 -1.726
C6 1.567 0.262 4.050
H9 2.095 0.818 -6.002
H10 2.784 1.855 -3.752
C7 0.479 -3.671 0.376
C8 0.678 -2.196 0.037
H11 -0.132 1.584 3.865
H12 3.336 2.899 -1.482
H13 2.099 0.674 3.197
C9 0.540 -1.997 -1.486
C10 -1.582 -1.276 0.366
C11 0.876 0.477 -1.219
C12 0.297 -0.493 -3.353
C13 2.119 1.148 -1.824
C14 1.227 0.382 -5.514
H14 1.623 3.135 -1.136
C15 2.448 2.429 -1.066
H15 -0.459 0.112 4.779
O3 -5.025 1.206 2.967
H16 0.044 -1.455 -3.801
C16 1.885 1.420 -3.310
H17 1.769 -0.803 4.092
H18 0.596 -3.829 1.446
C17 1.515 0.127 -4.039
H19 1.676 -1.874 0.356
N3 -1.840 0.053 2.422
H20 1.207 -4.269 -0.163
H21 1.939 0.730 4.957
H22 -0.564 0.180 -3.443
N4 -0.271 -1.383 0.785
H23 1.073 2.143 -3.421
C18 -4.013 0.571 2.350
H24 -2.526 1.810 5.028
C19 -3.757 -0.192 1.202
C20 -3.156 1.487 4.225
H25 2.349 -0.577 -3.955
H26 1.071 0.266 -0.170

Its SMILES is CCc1nn([C@@H](C)C(=O)N2C[C@H](C)C[C@H](C)C2)c(=O)c2cc3occc3n12. As for the net charge: 0. The frontier orbital gap is 8.726 eV.

6.
C20H26N4O6S | ωB97M-V with the def2-TZVPD basis set

Atoms and positions in Å:
C1 2.806 1.195 0.663
H1 6.008 1.756 4.883
H2 -5.331 1.349 3.704
C2 -5.756 2.069 1.590
H3 -0.292 -1.224 -5.205
H4 -5.860 0.544 -0.176
C3 -5.313 1.249 0.299
O1 2.661 0.571 -2.129
H5 3.501 1.209 -0.269
C4 -0.470 -1.389 -3.096
H6 -0.417 0.652 1.654
N1 -0.910 -2.695 -3.046
N2 0.148 -2.982 -1.127
H7 -0.674 2.232 -1.720
O2 1.541 -1.658 -0.213
H8 4.897 2.498 3.746
H9 -3.772 -0.629 2.667
C5 5.037 1.770 4.648
S1 1.126 0.800 -1.992
C6 2.612 0.612 3.054
C7 -3.898 0.729 0.662
O3 3.109 0.305 4.150
H10 -6.120 0.281 2.705
H11 -1.723 -0.602 -4.674
O4 0.707 1.433 -3.120
H12 -6.936 2.278 1.312
O5 -1.285 -4.704 -2.006
C8 0.496 -1.076 -2.102
C9 3.473 0.953 1.894
C10 -5.557 0.947 2.690
C11 -0.757 -0.649 -4.506
H13 -5.034 3.016 1.566
C12 1.370 0.928 0.835
H14 -1.417 -2.804 -4.097
C13 0.640 0.722 1.885
H15 0.727 0.315 3.798
C14 -0.629 1.791 -0.560
H16 -5.176 1.895 -0.564
C15 -1.695 0.799 -0.347
N3 0.901 1.350 -0.666
H17 -3.234 1.087 2.744
H18 4.633 -0.077 5.277
H19 5.009 -0.185 3.797
H20 -2.622 2.188 0.534
H21 -0.384 0.436 -4.271
H22 -0.573 2.803 0.093
H23 0.306 -3.841 -0.239
O6 -1.709 -0.234 -0.612
C16 -4.058 0.260 2.394
C17 -0.778 -3.527 -2.241
H24 4.426 0.941 1.954
H25 -3.608 -0.451 0.353
C18 1.178 0.725 3.024
H26 4.568 2.126 5.449
C19 4.451 0.399 4.442
C20 0.886 -1.997 -1.018
N4 -2.732 1.379 0.454

Its SMILES is CCOc1ccc(N(CC(=O)NC2CCCC2)S(=O)(=O)c2c(C)[nH]c(=O)[nH]c2=O)cc1. As for the net charge: 0. The frontier orbital gap is 8.391 eV.

7.
C20H27ClF3N5OS | ωB97M-V with the def2-TZVPD basis set

Atoms and positions in Å:
H1 -0.663 -1.327 -1.869
H2 -3.784 -0.159 2.898
C1 -2.294 -2.373 2.747
H3 0.961 -0.659 4.748
C2 1.981 2.694 -1.803
N1 -1.410 0.886 -0.548
H4 -2.880 -1.173 -0.767
H5 0.154 0.630 5.638
C3 -0.518 -0.368 -4.680
C4 1.682 -1.050 -4.051
N2 0.957 2.274 -2.600
N3 0.053 0.828 1.077
H6 2.849 0.854 4.215
H7 0.956 -0.628 2.225
C5 2.132 1.132 4.983
H8 2.807 0.332 -2.850
N4 -2.154 -1.115 2.047
C6 0.124 2.015 0.412
H9 0.690 4.385 -1.254
C7 0.860 1.087 -3.311
H10 0.056 2.733 -2.482
H11 -2.953 -3.089 2.236
H12 -4.194 -1.061 1.426
H13 -1.692 -2.677 -2.338
C8 0.068 0.863 3.517
C9 1.875 0.138 -3.358
C10 0.799 0.421 4.782
H14 0.358 -2.239 -5.248
H15 -0.510 -1.818 1.025
C11 -0.943 0.153 0.425
H16 2.556 0.869 5.949
C12 0.493 -1.313 -4.714
H17 -1.313 -2.830 2.874
C13 1.590 3.870 -0.923
H18 -2.712 -2.172 3.734
H19 1.996 2.211 4.951
C14 -1.401 -1.217 0.797
H20 -0.403 -2.922 -1.159
O1 3.079 2.193 -1.759
Cl1 -1.628 1.960 -3.935
H21 -0.051 1.949 3.523
C15 -2.132 -1.868 -0.388
H22 2.425 4.562 -0.822
C16 -3.428 -0.438 1.906
F1 3.996 -1.552 -4.202
F2 2.822 -2.718 -2.830
C17 2.778 -2.078 -4.018
S1 1.310 3.239 0.772
C18 0.806 0.454 2.241
H23 -3.293 0.465 1.315
H24 -0.923 0.405 3.488
F3 2.631 -3.034 -4.946
H25 -2.634 -2.773 -0.040
C19 -1.161 -2.222 -1.507
H26 -1.451 -0.552 -5.188
C20 -0.342 0.813 -3.984
H27 1.776 0.955 2.177
N5 -0.752 2.054 -0.557

Its SMILES is CCCCn1c(SCC(=O)Nc2cc(C(F)(F)F)ccc2Cl)nnc1[C@H](CC)N(C)C. As for the net charge: 0. The frontier orbital gap is 9.145 eV.

8.
C20H27ClFN3O2 | ωB97M-V with the def2-TZVPD basis set

Atoms and positions in Å:
H1 1.573 -1.432 -2.492
C1 4.396 -0.020 -0.971
H2 -3.172 1.211 0.649
O1 1.822 1.643 -3.946
H3 -3.480 1.759 -2.269
H4 3.642 0.440 -0.273
C2 -1.900 -0.295 1.575
H5 3.511 -3.704 -0.617
H6 -0.806 -1.480 0.310
H7 4.971 0.716 -1.497
H8 5.151 -1.879 -1.711
H9 3.612 0.129 -3.048
C3 4.499 -2.113 0.325
C4 0.350 2.159 -2.281
H10 -3.579 0.631 -3.464
C5 -2.993 0.815 -2.727
O2 0.011 0.831 0.024
H11 -2.521 -1.867 0.100
H12 -3.701 -0.350 -1.326
C6 -2.888 -0.240 -1.897
C7 -1.472 -0.880 2.674
H13 0.471 2.802 -1.215
C8 -0.974 0.920 -1.115
N1 -0.875 1.601 -2.044
C9 2.424 -1.424 -2.090
C10 -1.688 1.244 -3.348
C11 5.014 -1.152 -0.760
C12 2.919 -0.172 -2.224
H14 0.048 3.362 -3.009
H15 -1.482 -0.428 4.860
H16 2.926 -3.258 0.848
H17 6.113 -0.850 -0.355
H18 1.855 -1.266 -0.009
H19 -2.663 -1.331 -2.578
H20 -1.190 0.559 -3.841
C13 2.169 -1.817 -0.691
H21 3.232 -2.166 -2.500
C14 -1.835 -0.062 3.825
C15 -1.755 -0.998 0.250
C16 -2.941 1.007 1.653
F1 -3.018 1.700 5.128
H22 -3.800 2.214 2.869
N2 2.037 0.848 -1.697
H23 1.327 -2.598 -0.605
C17 -2.549 1.010 3.863
C18 3.237 -2.952 -0.055
H24 1.601 0.926 -0.932
Cl1 -0.711 -2.155 2.792
H25 5.155 -2.575 0.674
H26 4.307 -1.236 1.182
C19 1.400 1.615 -2.736
H27 -1.776 2.299 -3.970
C20 -2.931 1.628 2.820
N3 -1.788 0.021 -0.943

As for the net charge: 0. The frontier orbital gap is 8.183 eV.

Computed values of max |F| (unit: eV/Å) for the preceding records, in sequence: 17.746 1.148 2.168 0.742 1.686 18.032 1.063 19.297.
Computed values of relative energy (zero: lowest compared OMol25 entry of this formula, charge and spin) (unit: kcal per mole) for the preceding records, in sequence: 434.4 12.8 7.3 0.0 59.8 504.0 3.9 526.9.